(1)
C6H14N2O2 | ωB97M-V/def2-TZVPD

SMILES = CNC(C)=O.CNC(C)=O
Relative energy (zero: lowest compared OMol25 entry of this formula, charge and spin) = 0.5275 eV
Highest occupied orbital energy = -8.92 eV
Orbital gap = 9.447 eV
Charge = 0

Geometry (Å):
H: -0.990 2.472 -0.230
H: 1.292 0.010 -3.295
C: -1.607 2.281 0.649
C: 1.350 1.142 2.725
O: 0.558 -2.474 -3.048
H: 2.447 -0.504 -1.957
H: -0.239 -1.113 -0.304
C: -1.103 -2.916 -1.059
O: 0.503 0.586 0.576
H: -2.252 3.118 0.880
N: -0.732 2.019 1.772
C: 0.320 1.185 1.630
H: 1.883 2.095 2.773
C: 0.538 -1.609 -2.185
H: -1.864 -2.839 -0.282
H: -2.213 1.413 0.415
H: -0.436 -3.755 -0.851
H: -0.906 2.461 2.657
H: 2.030 0.328 2.485
N: -0.331 -1.681 -1.136
C: 1.419 -0.369 -2.276
H: 0.958 0.383 -1.653
H: 0.977 0.890 3.718
H: -1.602 -3.121 -2.002


(2)
C6H14N2O2 | ωB97M-V/def2-TZVPD

SMILES = CNC(C)=O.CNC(C)=O
Relative energy (zero: lowest compared OMol25 entry of this formula, charge and spin) = 3.2310 eV
Highest occupied orbital energy = -9.07 eV
Orbital gap = 9.717 eV
Charge = 0

Geometry (Å):
O: 0.842 -0.291 0.720
C: -2.331 1.588 -0.752
O: -1.280 0.917 -2.840
H: -1.144 -0.944 0.733
H: 1.035 1.432 -3.035
H: -0.704 -2.691 0.048
H: 3.188 -0.760 2.281
H: 1.533 0.427 -1.686
H: -1.972 2.072 0.169
N: 0.027 1.585 -1.085
H: 1.962 0.152 3.065
H: 0.563 -3.152 2.141
H: 0.279 1.440 -0.068
C: 1.194 1.321 -1.905
H: -3.243 2.127 -1.009
C: 2.184 -0.802 2.706
N: 0.261 -2.277 1.922
H: -2.907 0.747 -0.446
H: -1.833 -2.471 1.547
H: 2.054 2.060 -1.923
C: 1.157 -1.089 1.638
H: 2.300 -1.450 3.528
C: -0.956 -2.147 0.989
C: -1.186 1.270 -1.718


(3)
C6H14N2O2 | ωB97M-V/def2-TZVPD

SMILES = CNC(C)=O.CNC(C)=O
Relative energy (zero: lowest compared OMol25 entry of this formula, charge and spin) = 1.5522 eV
Highest occupied orbital energy = -9.25 eV
Orbital gap = 9.798 eV
Charge = 0

Geometry (Å):
H: -0.297 -0.547 3.236
H: 1.128 3.158 -2.274
C: 0.126 1.519 -1.168
H: 0.788 3.475 -0.610
H: 1.147 -1.550 3.690
N: 0.950 -1.676 0.580
H: -1.329 2.567 -0.114
C: 0.641 -0.965 2.882
O: 0.348 0.471 -1.760
O: -0.355 -2.890 1.992
C: -2.241 1.016 -1.214
C: 1.094 2.685 -1.287
H: 0.998 -0.706 0.304
H: 1.430 -0.213 2.768
H: -2.166 0.855 -2.304
H: 1.015 -3.484 -0.846
H: 2.084 2.348 -0.973
H: -3.172 1.533 -1.085
N: -1.123 1.798 -0.725
H: 0.519 -1.946 -1.476
H: -0.364 -2.984 -0.173
C: 0.437 -1.979 1.812
H: -2.208 0.038 -0.698
C: 0.552 -2.523 -0.558


(4)
C6H14N2O2 | ωB97M-V/def2-TZVPD

SMILES = CNC(C)=O.CNC(C)=O
Relative energy (zero: lowest compared OMol25 entry of this formula, charge and spin) = 1.4038 eV
Highest occupied orbital energy = -9.85 eV
Orbital gap = 10.399 eV
Charge = 0

Geometry (Å):
C: 2.202 -0.828 0.709
H: -3.415 0.307 1.401
C: -1.847 -1.035 0.701
O: 3.131 1.034 -0.915
H: 2.083 -1.168 1.758
H: 0.324 2.526 -0.273
N: -1.573 -0.735 -0.601
H: -2.340 -2.399 -1.614
N: 1.427 0.359 0.492
H: 0.424 0.312 0.544
H: -1.150 -1.506 -2.566
O: -1.946 -2.043 1.356
C: 2.070 1.244 -0.383
H: -1.898 1.128 0.844
C: -2.326 0.306 1.396
H: 3.259 -0.698 0.493
H: 1.891 3.318 -0.014
C: -1.412 -1.823 -1.546
H: -1.955 0.242 2.416
C: 1.358 2.568 -0.599
H: 1.952 -1.687 0.078
H: 1.390 2.882 -1.637
H: -0.544 -2.442 -1.293
H: -1.105 0.135 -0.746


(5)
C6H14N2O2 | ωB97M-V/def2-TZVPD

SMILES = CO[C@@H]1CCN(N(C)C)O1
Relative energy (zero: lowest compared OMol25 entry of this formula, charge and spin) = 7.3118 eV
Highest occupied orbital energy = -8.88 eV
Orbital gap = 9.833 eV
Charge = 0

Geometry (Å):
H: -1.653 2.332 0.011
C: -3.428 -0.864 -0.002
H: -1.585 1.129 -1.268
H: 0.894 2.257 0.112
H: 0.391 1.704 -1.664
O: -0.020 -0.303 0.704
N: 2.009 -0.138 -0.352
H: 2.287 1.107 1.224
H: 1.643 -2.131 0.261
H: 1.712 -1.886 -1.599
C: 0.308 1.503 -0.592
C: -1.105 1.383 -0.275
C: -1.329 0.208 0.619
H: -3.673 -0.116 0.946
H: 2.536 -0.657 1.755
N: 0.605 0.153 -0.526
H: -3.888 -0.376 -1.149
H: -3.825 -2.056 -0.051
H: -1.683 0.520 1.615
C: 2.664 0.194 0.932
C: 2.152 -1.568 -0.670
O: -2.014 -0.846 -0.006
H: 3.755 0.201 0.700
H: 3.245 -1.747 -0.726


(6)
C6H14N2O2S | ωB97M-V/def2-TZVPD

Relative energy (zero: lowest compared OMol25 entry of this formula, charge and spin) = 4.9734 eV
Highest occupied orbital energy (alpha / beta) = -9.20 / -9.13 eV
Orbital gap (alpha / beta) = 7.257 / 8.529 eV
Charge = 0

Geometry (Å):
S: 2.382 0.635 -0.349
H: 3.129 -1.918 1.642
H: -2.082 -1.742 -0.064
C: -1.173 -1.789 -0.614
C: -1.793 0.764 -1.070
C: -0.795 -0.380 -0.805
H: -2.319 1.747 1.364
H: -0.085 -0.325 -1.614
N: -0.241 0.399 0.275
C: -0.921 1.627 -0.188
H: -2.801 0.708 -0.637
H: 4.108 0.327 1.207
N: 3.674 -0.192 0.490
H: -0.314 -2.239 -0.079
H: 4.639 -2.184 0.672
H: -1.173 -2.246 -1.644
H: -1.893 3.500 0.579
H: -1.962 1.007 -2.105
H: -0.834 2.709 1.677
O: 2.881 1.971 -0.722
H: -0.392 2.339 -0.774
C: -1.556 2.395 0.962
H: 2.934 -2.023 -0.155
C: 3.615 -1.658 0.654
O: 2.080 -0.293 -1.498


(7)
C6H14N3 | ωB97M-V/def2-TZVPD

Relative energy (zero: lowest compared OMol25 entry of this formula, charge and spin) = 7.0151 eV
Highest occupied orbital energy (alpha / beta) = -12.83 / -12.51 eV
Orbital gap (alpha / beta) = 6.956 / 8.631 eV
Charge = +1

Geometry (Å):
H: 2.424 -0.534 -0.057
H: 0.438 -0.856 1.745
H: -2.045 -1.741 -1.958
H: -2.671 0.808 -1.912
N: 3.426 -0.616 0.298
N: -1.304 -0.017 1.061
H: -2.110 -2.321 -0.328
C: -2.319 1.127 -0.914
H: 5.224 0.094 0.267
N: -0.242 -0.217 -1.043
C: -1.578 -0.197 -0.472
H: 0.765 0.940 1.459
C: 0.696 -0.230 -0.226
H: -3.042 1.365 -0.112
C: 0.221 -0.056 1.196
H: 4.282 1.223 1.242
C: -2.362 -1.415 -0.904
H: -1.682 -0.687 1.674
H: -3.361 -1.149 -0.869
H: -1.576 1.882 -1.112
H: -1.536 0.937 1.291
C: 4.223 0.450 0.313
H: 4.126 1.210 -0.637


(8)
C6H14N3 | ωB97M-V/def2-TZVPD

Multiplicity = 3
<S²> = 2.01
Relative energy (zero: lowest compared OMol25 entry of this formula, charge and spin) = 1.3534 eV
Highest occupied orbital energy (alpha / beta) = -10.27 / -14.45 eV
Orbital gap (alpha / beta) = 7.687 / 7.030 eV
Charge = +1

Geometry (Å):
H: 2.396 -1.449 -1.380
C: -1.297 -1.430 -0.372
H: -1.222 2.482 -0.058
H: -1.071 1.380 -1.385
H: -2.198 -0.905 -0.874
H: 0.402 -1.977 -1.540
H: 0.244 2.447 -1.075
C: -1.381 -1.112 1.068
C: 0.217 0.850 0.299
C: -0.472 1.829 -0.671
H: -2.261 -1.421 1.435
H: -1.532 -2.459 -0.434
H: 1.708 0.910 1.737
C: 2.231 -0.508 -0.801
H: 2.878 -0.531 0.065
H: -0.558 -1.535 1.639
N: 1.202 1.518 1.182
N: -0.013 -1.160 -0.961
N: -1.264 0.334 1.298
H: 0.526 2.017 1.852
H: -2.015 0.725 0.885
C: 0.805 -0.315 -0.431
H: 2.673 0.308 -1.478